C3H2N2 in the gas phase at a distorted geometry, computed with the ωB97M-V functional and the def2-TZVPD basis.

Last column: Löwdin charge in e.
Positions of all 7 atoms, in Å:
1 C -0.11 1.02 1.51  0.0000
2 C -1.35 1.07 1.15  -0.1197
3 C 0.03 0.30 0.22  -0.0607
4 N -2.52 0.97 0.35  -0.0672
5 N -2.11 0.29 -0.54  0.1216
6 H 0.17 0.78 -0.67  0.0346
7 H 0.11 -0.78 -0.03  0.0914

Its energy above the lowest of the compared OMol25 structures with the same formula, charge and spin is 662.3 kJ/mol. The HOMO-LUMO gap (spin up / spin down) is 8.7 / 8.4 eV. The calculation puts the HOMO energy (spin up / spin down) at -9.22 / -8.58 eV. Its net charge is 0.



A molecular structure, C4H3O5Tl at a distorted geometry, computed with the ωB97M-V functional and the def2-TZVPD basis.

Last column: Mulliken spin population.
Positions of all 13 atoms, in Å:
1 O -3.79 -0.25 2.74  0.0493
2 C -3.51 -0.78 1.71  0.2707
3 C 0.99 1.58 -0.88  0.0006
4 C 1.82 0.46 -0.31  0.0027
5 O 1.35 -0.80 -0.77  -0.0011
6 C 0.10 -1.14 -0.49  0.0580
7 O -0.77 -0.23 -0.34  0.0248
8 O -0.18 -2.34 -0.22  0.1195
9 O 0.42 2.38 -0.16  0.0032
10 H 0.91 1.64 -1.99  0.0002
11 H 1.77 0.51 0.79  -0.0001
12 H 2.87 0.60 -0.60  0.0005
13 Tl -2.00 -1.61 0.50  0.4717

The multiplicity is 2. The HOMO-LUMO gap (spin up / spin down) is 7.2 / 6.4 eV. The calculation puts the HOMO energy (spin up / spin down) at -13.51 / -13.51 eV. Its net charge is +1.



C4H9BO2 in the gas phase at a distorted geometry, computed with the ωB97M-V functional and the def2-TZVPD basis.

Last column: Löwdin charge in e.
Positions of all 16 atoms, in Å:
1 C 0.03 1.72 -1.54  0.0091
2 B 0.48 0.66 -0.47  -0.4574
3 C 1.65 0.72 0.48  0.0191
4 O -0.66 -0.12 -0.13  0.1097
5 C -0.36 -1.40 0.24  -0.5091
6 C -1.55 -1.95 0.98  0.0286
7 O 0.68 -1.95 -0.05  0.1132
8 H -0.07 1.44 -2.55  0.0462
9 H 0.61 2.59 -1.57  0.0248
10 H -0.99 2.22 -1.24  0.1156
11 H 1.41 1.67 0.90  0.0702
12 H 2.68 0.63 0.20  0.0787
13 H 1.54 0.05 1.36  0.0870
14 H -2.44 -1.70 0.36  0.1100
15 H -1.44 -3.00 1.04  0.0696
16 H -1.57 -1.58 1.98  0.0846

Its energy above the lowest of the compared OMol25 structures with the same formula, charge and spin is 116.0 kJ/mol. The HOMO-LUMO gap is 11.0 eV. The calculation puts the HOMO energy at -10.44 eV. Its net charge is 0.



C2H2FN3O in the gas phase at a distorted geometry, computed with the ωB97M-V functional and the def2-TZVPD basis.

Last column: Löwdin charge in e.
Positions of all 9 atoms, in Å:
1 C 1.62 0.98 -0.03  0.1256
2 C -1.00 -0.63 -0.03  -0.4698
3 N 0.54 1.44 0.06  -0.0956
4 N -1.44 0.54 0.10  0.0898
5 N -0.67 1.63 -0.05  -0.0278
6 O 0.18 -1.15 -0.39  0.1030
7 F -1.90 -1.61 0.20  0.0827
8 H 2.53 0.91 0.52  0.0581
9 H 0.14 -2.11 -0.39  0.1340

Its energy above the lowest of the compared OMol25 structures with the same formula, charge and spin is 351.5 kJ/mol. The HOMO-LUMO gap is 8.7 eV. The calculation puts the HOMO energy at -8.35 eV. Its net charge is 0.



CH4N2OS in the gas phase at a distorted geometry, computed with the ωB97M-V functional and the def2-TZVPD basis.

Last column: Löwdin charge in e.
Positions of all 9 atoms, in Å:
1 O 1.78 -0.84 -0.08  -0.1000
2 N 1.36 0.47 -0.39  -0.0620
3 C -0.01 0.66 0.03  -0.3243
4 N -0.78 -0.32 -0.10  -0.4217
5 S -2.46 -0.08 -0.15  0.7417
6 H 0.94 -1.19 0.36  0.0952
7 H 2.00 1.02 0.18  0.1151
8 H -0.32 1.65 0.34  0.1156
9 H -2.51 -1.38 -0.19  -0.1598

Its energy above the lowest of the compared OMol25 structures with the same formula, charge and spin is 325.7 kJ/mol. The HOMO-LUMO gap is 9.4 eV. The calculation puts the HOMO energy at -8.73 eV. Its net charge is 0.



2 unconnected molecules or ions with the total composition C3H2F5NO4 at a distorted geometry, computed with the ωB97M-V functional and the def2-TZVPD basis.

Last column: Löwdin charge in e.
Positions of all 15 atoms, in Å:
1 O -0.90 -1.08 0.58  0.0025
2 N -1.93 -0.61 0.13  -0.2565
3 O -2.77 -1.44 -0.62  0.0942
4 C -2.40 0.58 0.30  -0.3280
5 F -1.72 1.51 0.95  0.1850
6 F -3.50 1.02 -0.27  0.1880
7 H -2.31 -2.29 -0.70  0.1379
8 O 0.99 0.63 -1.57  0.1722
9 C 1.61 0.90 -0.60  -0.4332
10 O 1.62 2.08 -0.01  0.1670
11 C 2.53 -0.18 0.11  -0.5342
12 F 1.83 -1.16 0.68  0.1721
13 F 3.39 -0.72 -0.74  0.1731
14 F 3.25 0.40 1.09  0.1254
15 H 2.18 2.14 0.79  0.1342

Its energy above the lowest of the compared OMol25 structures with the same formula, charge and spin is 0.0 kJ/mol. The HOMO-LUMO gap is 9.8 eV. The calculation puts the HOMO energy at -9.30 eV. Its net charge is 0.



A molecular structure, C44H43FeN8O2 at a distorted geometry, computed with the ωB97M-V functional and the def2-TZVPD basis.

Last column: Mulliken spin population.
Positions of all 98 atoms, in Å:
1 Fe 0.01 0.53 -0.32  0.9748
2 C 1.81 -3.13 -3.33  0.0038
3 C 0.45 -3.42 -3.48  -0.0032
4 C -0.46 -2.41 -3.26  -0.0143
5 C -0.08 -1.11 -2.89  -0.0065
6 C 1.29 -0.82 -2.72  0.0052
7 C 2.22 -1.87 -2.96  0.0042
8 C -1.16 -0.12 -2.79  0.0283
9 C -2.03 0.03 -3.90  0.0091
10 C -3.06 0.91 -3.85  -0.0041
11 C -3.20 1.72 -2.69  0.0031
12 C -4.21 2.71 -2.57  0.0005
13 C -4.26 3.53 -1.48  -0.0006
14 C -3.29 3.39 -0.46  -0.0003
15 C -2.33 2.43 -0.54  -0.0173
16 C -2.28 1.54 -1.64  0.0235
17 N -1.32 0.57 -1.68  -0.0335
18 H 2.55 -3.89 -3.50  0.0004
19 H 0.12 -4.42 -3.74  0.0001
20 H -1.52 -2.61 -3.38  0.0000
21 H 3.27 -1.66 -2.82  -0.0013
22 H -1.84 -0.56 -4.79  0.0000
23 H -3.74 1.03 -4.68  -0.0001
24 H -4.92 2.82 -3.38  -0.0001
25 H -5.03 4.28 -1.39  0.0000
26 H -3.30 4.07 0.38  -0.0001
27 H -1.56 2.33 0.21  0.0224
28 C 4.52 0.77 0.13  0.0003
29 C 3.21 0.49 -0.54  -0.0292
30 N 2.10 0.03 0.12  -0.0156
31 O 2.33 -0.28 1.50  0.0138
32 C 3.06 0.59 -1.89  0.0341
33 C 4.11 1.04 -2.87  -0.0021
34 N 1.75 0.38 -2.31  0.0238
35 O 0.88 1.34 -1.84  0.0022
36 H 4.46 0.58 1.20  0.0004
37 H 4.79 1.82 -0.02  -0.0004
38 H 5.31 0.15 -0.29  -0.0003
39 H 1.53 -0.79 1.70  0.0067
40 H 5.11 0.69 -2.61  0.0002
41 H 4.15 2.14 -2.90  0.0012
42 H 3.86 0.69 -3.87  0.0001
43 C -0.81 7.08 1.29  0.0004
44 C -1.09 6.49 2.64  -0.0010
45 C -1.51 7.28 3.70  0.0001
46 C -1.79 6.75 4.95  -0.0002
47 C -1.63 5.39 5.16  0.0008
48 C -1.19 4.57 4.12  0.0005
49 C -0.93 5.12 2.86  -0.0002
50 N -0.45 4.34 1.79  0.0000
51 C -0.55 2.98 1.58  -0.0548
52 N -1.62 2.39 2.14  0.0026
53 C -2.24 1.18 1.76  -0.0202
54 C -1.66 0.33 0.83  -0.0292
55 C -2.45 -0.77 0.46  0.0199
56 C -3.69 -1.04 1.01  -0.0120
57 C -4.20 -0.17 1.97  0.0133
58 C -3.51 0.96 2.34  -0.0091
59 C -4.11 1.93 3.32  0.0001
60 N 0.33 2.35 0.87  0.0369
61 C 1.46 3.13 0.45  0.0024
62 C 1.45 3.76 -0.78  -0.0059
63 C 2.54 4.51 -1.20  0.0000
64 C 3.64 4.64 -0.37  -0.0006
65 C 3.64 4.03 0.87  -0.0002
66 C 2.55 3.28 1.31  0.0013
67 C 2.54 2.66 2.68  -0.0042
68 H -1.16 8.11 1.24  0.0000
69 H -1.29 6.51 0.50  0.0001
70 H 0.27 7.09 1.07  0.0001
71 H -1.63 8.35 3.54  0.0000
72 H -2.11 7.39 5.76  0.0000
73 H -1.82 4.95 6.13  0.0000
74 H -1.02 3.52 4.30  -0.0005
75 H 0.17 4.81 1.14  0.0012
76 H -2.22 3.03 2.64  -0.0010
77 H -2.08 -1.43 -0.32  0.0026
78 H -4.25 -1.91 0.71  0.0002
79 H -5.17 -0.37 2.41  0.0010
80 H -5.10 1.61 3.61  0.0001
81 H -4.22 2.93 2.88  -0.0001
82 H -3.51 2.03 4.23  -0.0003
83 H 0.60 3.62 -1.43  -0.0002
84 H 2.53 4.98 -2.18  -0.0003
85 H 4.50 5.22 -0.69  -0.0002
86 H 4.49 4.15 1.53  -0.0002
87 H 3.51 2.78 3.17  0.0000
88 H 2.32 1.59 2.62  0.0011
89 H 1.78 3.12 3.31  -0.0005
90 N -0.35 -3.83 1.92  -0.0003
91 C 0.39 -4.25 0.84  0.0019
92 C 0.75 -3.11 0.19  0.0074
93 N 0.24 -2.02 0.85  0.0185
94 C -0.41 -2.49 1.88  0.0011
95 H -0.78 -4.42 2.61  0.0000
96 H 0.58 -5.29 0.64  0.0000
97 H 1.34 -3.00 -0.71  -0.0025
98 H -0.96 -1.89 2.60  0.0006

The multiplicity is 2. Its energy above the lowest of the compared OMol25 structures with the same formula, charge and spin is 0.0 kJ/mol. The HOMO-LUMO gap (spin up / spin down) is 5.6 / 5.7 eV. The calculation puts the HOMO energy (spin up / spin down) at -5.63 / -5.65 eV. Its net charge is 0.



A molecular structure, C7H15NP at a distorted geometry, computed with the ωB97M-V functional and the def2-TZVPD basis.

Last column: Löwdin charge in e.
Positions of all 24 atoms, in Å:
1 C 2.39 1.05 -0.34  -0.1873
2 C -0.48 1.99 1.53  -0.1214
3 C -2.05 0.28 -1.59  -0.1115
4 C 1.41 -2.41 0.72  -0.1225
5 C -0.28 0.48 1.43  -0.3384
6 C -0.59 0.73 -1.59  -0.3375
7 C 0.59 -1.80 -0.41  -0.3351
8 N 3.37 1.62 -0.40  0.0597
9 P 0.35 -0.01 -0.21  1.1111
10 H -0.70 2.25 2.57  0.0931
11 H 0.42 2.53 1.23  0.0764
12 H -1.32 2.32 0.92  0.0770
13 H -2.57 0.77 -2.41  0.0950
14 H -2.14 -0.79 -1.73  0.0777
15 H -2.55 0.57 -0.67  0.0758
16 H 2.38 -1.92 0.81  0.0805
17 H 0.89 -2.33 1.68  0.0780
18 H 1.58 -3.46 0.52  0.0911
19 H -1.21 -0.07 1.61  0.1124
20 H 0.46 0.14 2.17  0.1029
21 H -0.51 1.82 -1.50  0.1001
22 H -0.09 0.44 -2.52  0.1059
23 H -0.41 -2.25 -0.45  0.1080
24 H 1.07 -1.96 -1.38  0.1091

Its energy above the lowest of the compared OMol25 structures with the same formula, charge and spin is 191.9 kJ/mol. The HOMO-LUMO gap is 11.0 eV. The calculation puts the HOMO energy at -16.05 eV. Its net charge is +1.